# 1
The following is a DFT calculation (the ωB97M-V functional and the def2-TZVPD basis) of a molecular structure, C49H32N13O3SSeTi at a distorted geometry.

The geometry in XYZ format:
```
100
Properties=species:S:1:pos:R:3:forces:R:3:lowdin_charge:R:1
Ti -0.216 -0.593 0.040 0.8 1.2 -0.1 1.031
C -1.507 4.542 3.127 -0.3 0.0 -0.2 -0.087
C -0.335 4.682 3.860 0.2 0.0 0.1 -0.095
C 0.829 4.047 3.467 -0.1 -0.1 0.0 -0.023
C 0.794 3.277 2.317 -0.1 0.1 -0.2 -0.094
C 1.741 2.320 1.772 1.1 -0.3 0.6 -0.229
N 1.299 2.016 0.497 -1.6 0.2 0.0 0.102
C -0.158 2.075 0.561 1.8 1.1 0.3 -0.306
N -0.869 1.226 -0.004 -0.8 -1.1 -0.2 0.036
C 1.936 1.262 -0.465 0.5 -0.1 -0.4 -0.225
C 3.131 1.510 -1.185 -0.6 -0.5 0.1 -0.100
C 4.121 2.495 -1.127 0.3 0.2 -0.1 -0.037
C 5.197 2.392 -1.977 -0.2 0.4 0.4 -0.119
C 5.308 1.326 -2.886 0.0 -0.5 -0.4 -0.120
C 4.345 0.347 -2.971 0.3 0.1 -0.2 -0.041
C 3.236 0.434 -2.129 -0.8 -0.1 0.5 -0.116
C 2.113 -0.414 -1.902 0.2 0.9 0.2 -0.304
N 1.953 -1.678 -2.340 -0.6 -1.8 0.1 0.198
C 1.372 -2.516 -1.505 1.4 1.3 -1.1 -0.276
N 0.965 -2.118 -0.260 0.1 -0.3 -0.3 -0.018
C 1.039 -3.152 0.605 0.4 -0.1 1.7 -0.303
N 1.272 -3.014 1.902 -0.5 -1.1 -1.5 0.194
C 1.674 -1.842 2.381 0.5 1.0 0.8 -0.333
N 1.650 -0.609 1.781 -0.4 -0.2 0.2 0.135
C 2.410 0.228 2.539 0.7 -1.0 0.1 -0.283
N 2.454 1.558 2.557 -0.9 1.7 -0.1 0.207
C 2.980 -0.483 3.662 -0.4 -0.3 -0.6 -0.123
C 3.810 -0.089 4.698 0.1 0.0 0.3 -0.036
C 4.091 -1.012 5.687 0.1 0.5 0.0 -0.116
C 3.558 -2.300 5.639 -0.3 -0.5 -0.1 -0.115
C 2.746 -2.706 4.596 0.1 -0.1 0.3 -0.037
C 2.448 -1.784 3.604 -0.1 0.5 -0.5 -0.120
C 1.270 -4.367 -0.149 -0.1 -0.3 -0.9 -0.092
C 1.426 -5.688 0.239 0.0 0.2 0.0 -0.026
C 1.763 -6.618 -0.728 0.0 -0.1 -0.1 -0.103
C 1.954 -6.234 -2.056 0.0 -0.2 0.0 -0.106
C 1.826 -4.912 -2.452 -0.1 0.3 0.0 -0.026
C 1.481 -3.966 -1.496 -0.2 -0.9 0.5 -0.082
N 1.344 0.154 -0.923 1.4 0.4 -0.5 0.015
C -0.403 3.114 1.581 0.4 -0.1 0.3 -0.076
C -1.559 3.748 1.990 0.0 0.0 0.1 -0.015
H -2.399 5.038 3.475 -0.2 0.1 0.0 0.095
H -0.339 5.288 4.755 0.0 0.1 0.1 0.095
H 1.736 4.116 4.048 0.1 0.0 0.1 0.111
H 4.041 3.307 -0.419 0.0 0.1 0.1 0.103
H 5.976 3.143 -1.941 0.0 0.0 0.0 0.087
H 6.182 1.274 -3.522 0.0 0.0 -0.1 0.086
H 4.432 -0.480 -3.663 0.1 0.0 0.0 0.104
H 4.209 0.914 4.723 0.1 0.1 0.0 0.101
H 4.726 -0.734 6.518 0.1 0.0 0.0 0.087
H 3.775 -2.988 6.446 0.0 -0.1 0.0 0.087
H 2.327 -3.698 4.558 0.0 -0.2 0.0 0.101
H 1.297 -5.969 1.274 0.0 0.0 0.1 0.108
H 1.887 -7.659 -0.454 0.0 0.0 0.0 0.093
H 2.219 -6.989 -2.786 0.0 0.0 0.0 0.091
H 1.990 -4.619 -3.479 0.0 0.0 0.0 0.107
H -2.477 3.596 1.450 -0.2 0.0 0.0 0.085
C -2.372 -0.298 -3.994 -0.2 -0.1 0.9 -0.167
S -1.971 0.176 -2.258 0.0 2.2 -2.7 1.029
O -0.903 -0.821 -1.936 0.8 -1.3 0.7 -0.545
C -0.979 1.615 -2.737 -0.1 0.0 0.0 -0.364
C -1.291 2.875 -2.251 -0.2 0.0 -0.1 -0.095
C -0.435 3.932 -2.509 -0.1 0.0 -0.1 -0.075
C 0.705 3.732 -3.272 0.0 0.0 0.0 -0.075
C 1.002 2.475 -3.769 0.0 0.0 0.0 -0.062
C 0.164 1.411 -3.490 -0.1 -0.2 -0.1 -0.080
H -2.693 0.578 -4.544 -0.1 0.2 0.0 0.055
H -3.172 -1.024 -3.923 -0.1 -0.1 0.0 0.040
H -1.483 -0.733 -4.432 0.2 0.0 -0.1 0.055
H -2.174 3.012 -1.645 -0.1 0.0 0.2 0.102
H -0.646 4.909 -2.098 -0.1 0.1 0.0 0.102
H 1.375 4.557 -3.461 0.1 0.1 0.0 0.101
H 1.894 2.315 -4.356 0.1 0.0 0.0 0.110
H 0.402 0.413 -3.826 0.1 -0.1 0.0 0.108
C -5.533 1.361 -2.927 0.0 -0.2 -0.2 -0.041
N -5.057 1.283 -1.571 0.2 -0.5 0.3 -0.065
C -5.170 2.330 -0.718 0.0 0.4 0.2 -0.088
C -4.620 2.300 0.506 0.0 0.0 0.1 -0.010
C -3.875 1.108 0.916 -0.3 0.3 -0.3 -0.515
O -3.283 1.077 2.001 -0.2 0.1 0.3 -0.115
N -3.867 0.057 0.066 0.2 -0.4 0.9 0.180
C -4.428 0.081 -1.121 -0.8 0.7 -0.4 -0.612
O -4.387 -0.850 -1.932 -0.4 -0.7 -0.2 -0.082
H -6.439 1.966 -2.975 0.0 0.0 0.0 0.085
H -5.735 0.343 -3.256 -0.1 0.2 -0.1 0.087
H -4.777 1.796 -3.590 -0.1 0.0 0.0 0.084
H -5.732 3.184 -1.087 0.1 0.0 0.0 0.122
H -4.719 3.122 1.198 -0.1 0.1 0.0 0.097
Se -1.672 -0.379 3.572 0.1 -1.1 -0.7 1.307
N -2.963 -1.588 3.511 0.3 0.4 -0.1 -0.186
C -2.965 -2.117 2.281 0.6 0.6 0.3 -0.367
C -3.852 -3.036 1.713 -0.2 -0.4 -0.9 0.033
C -3.660 -3.390 0.382 -0.8 -0.2 1.4 -0.029
C -2.599 -2.886 -0.352 1.6 1.1 -0.1 -0.058
N -1.702 -2.051 0.181 -1.5 -1.1 -0.5 0.029
C -1.907 -1.659 1.434 -0.6 -0.1 1.6 -0.460
N -1.047 -0.778 1.955 -1.2 -0.5 0.7 -0.277
H -4.683 -3.414 2.288 -0.1 -0.1 0.0 0.118
H -4.364 -4.048 -0.107 0.0 0.0 0.0 0.110
H -2.457 -3.134 -1.396 0.0 0.0 0.0 0.133
```
Positions in Å, forces in eV/Å.

Output
gap between HOMO and LUMO (alpha / beta): 0.123 / 0.121 Eh
net charge: -1
E_HOMO (alpha / beta): -2.77 / -2.77 eV

---

# 2
The following is a DFT calculation (the ωB97M-V functional and the def2-TZVPD basis) of a molecular structure, C49H33Cl5N4RuS2Sb at a distorted geometry.

The geometry in XYZ format:
```
95
Properties=species:S:1:pos:R:3:forces:R:3:lowdin_spin:R:1
Ru -0.793 -0.376 0.110 -1.6 0.7 1.5 0.844
S 4.720 -1.828 1.074 0.1 0.3 0.8 0.000
C 6.114 -2.345 1.919 -0.2 0.2 0.3 0.000
C 6.154 -1.875 3.207 0.4 -0.4 -0.6 0.000
C 5.060 -1.072 3.523 -1.1 0.3 -0.8 0.000
C 4.161 -0.928 2.474 1.6 -0.9 -0.1 0.000
C 2.928 -0.220 2.470 -1.2 1.5 1.3 0.000
C 1.965 -0.449 1.479 0.1 -0.3 0.1 -0.002
N 0.764 0.097 1.453 -0.2 1.2 1.3 0.007
C 0.429 1.003 2.450 2.2 -1.1 0.0 0.003
C 1.357 1.303 3.502 -1.5 0.3 -0.7 0.001
C 0.939 2.221 4.522 0.0 0.0 0.0 0.000
C -0.278 2.800 4.507 0.1 0.0 0.0 0.000
C -1.214 2.537 3.454 1.0 -1.1 -0.8 -0.001
C -2.458 3.123 3.385 -1.5 -0.2 -1.4 0.005
C -3.335 2.818 2.306 1.9 -0.2 1.1 0.000
C -2.875 1.867 1.367 -0.6 0.1 -0.2 0.002
N -1.698 1.302 1.408 2.2 -1.3 0.0 -0.017
C -0.822 1.609 2.427 -2.1 1.1 0.1 0.000
C -4.605 3.433 2.142 -1.8 0.8 -0.3 0.000
C -5.240 4.372 2.952 0.9 -0.9 -0.5 0.000
C -6.477 4.777 2.458 -0.7 -0.1 -0.7 0.000
C -6.811 4.167 1.272 0.3 0.1 0.5 -0.001
S -5.612 3.079 0.739 0.3 0.4 0.8 0.000
C 2.591 0.699 3.505 0.8 -1.4 -1.5 0.001
H 6.834 -2.969 1.429 0.2 -0.2 -0.1 0.000
H 6.939 -2.106 3.902 0.2 -0.1 0.1 0.000
H 4.903 -0.633 4.490 0.0 0.1 0.2 0.000
H 2.194 -1.174 0.704 -0.1 0.1 0.0 -0.001
H 1.633 2.429 5.319 0.1 0.1 0.1 0.000
H -0.572 3.478 5.294 0.0 0.1 0.1 0.000
H -2.770 3.825 4.142 0.0 0.1 0.1 0.000
H -3.521 1.575 0.545 0.1 0.0 0.0 0.000
H -4.823 4.750 3.866 0.1 0.1 0.2 0.000
H -7.112 5.493 2.945 -0.1 0.1 0.1 0.000
H -7.703 4.308 0.694 -0.2 0.0 -0.1 0.000
H 3.313 0.924 4.272 0.1 0.1 0.2 0.000
Cl -1.896 1.733 -1.778 -0.2 0.7 0.0 0.066
C -2.382 0.170 -2.307 -0.3 -0.6 0.0 0.024
C -1.970 -0.883 -1.490 -0.5 0.0 -0.4 -0.010
C -2.215 -2.166 -1.985 0.1 0.3 0.3 0.017
Cl -1.663 -3.491 -1.029 0.1 -0.4 0.0 -0.003
C -2.823 -2.402 -3.215 0.0 0.2 -0.1 -0.006
Cl -3.009 -3.996 -3.807 0.0 0.0 0.0 -0.005
C -3.241 -1.310 -3.985 0.1 0.1 0.1 0.027
Cl -3.904 -1.561 -5.537 -0.1 0.0 0.0 0.011
C -3.048 -0.004 -3.509 0.0 -0.1 -0.2 -0.004
Cl -3.572 1.338 -4.437 0.0 0.0 0.1 -0.001
C 4.262 3.569 -1.582 0.0 0.0 0.1 0.001
C 4.579 2.264 -1.240 0.1 0.0 0.1 0.000
C 3.599 1.286 -1.249 0.0 -0.2 0.0 0.002
C 2.303 1.618 -1.611 -0.6 -0.6 0.1 0.011
C 1.967 2.934 -1.897 -0.1 0.0 -0.1 0.002
C 2.955 3.906 -1.896 -0.1 0.1 0.0 0.000
Sb 0.879 0.024 -1.839 1.4 0.2 -1.1 0.026
C 0.338 0.128 -3.909 0.0 0.0 0.6 0.010
C 0.352 -1.044 -4.653 0.1 -0.2 0.2 0.002
C 0.107 -0.996 -6.015 -0.1 0.0 -0.1 0.001
C -0.178 0.214 -6.628 0.0 0.0 0.0 0.000
C -0.221 1.378 -5.877 0.0 0.1 0.0 0.000
C 0.040 1.338 -4.518 0.1 0.1 0.1 0.002
C 2.104 -1.728 -1.948 -0.4 0.5 0.3 -0.010
C 3.160 -1.799 -2.847 0.0 0.2 0.0 -0.001
C 3.931 -2.947 -2.904 0.1 0.0 -0.1 0.000
C 3.632 -4.029 -2.089 0.0 0.0 0.0 0.000
C 2.561 -3.968 -1.211 0.0 -0.1 0.1 0.000
C 1.800 -2.813 -1.133 -0.2 0.2 0.1 -0.004
H 5.033 4.325 -1.591 0.0 0.1 0.0 0.000
H 5.592 1.998 -0.977 0.1 0.0 0.0 0.000
H 3.850 0.262 -0.999 0.1 0.0 0.0 0.000
H 0.944 3.211 -2.126 0.0 0.0 -0.1 0.000
H 2.702 4.925 -2.150 0.0 0.1 0.0 0.000
H 0.580 -1.991 -4.177 0.0 0.0 -0.1 0.000
H 0.148 -1.905 -6.597 0.0 -0.1 0.0 0.000
H -0.370 0.248 -7.689 0.0 0.0 -0.1 0.000
H -0.445 2.325 -6.343 0.0 0.1 -0.1 0.000
H 0.026 2.253 -3.942 0.0 0.0 -0.1 0.000
H 3.374 -0.961 -3.499 0.1 0.0 0.0 0.000
H 4.768 -2.988 -3.586 0.0 -0.1 -0.1 0.000
H 4.233 -4.924 -2.148 0.0 -0.1 0.0 0.000
H 2.316 -4.816 -0.587 0.0 -0.1 0.0 0.000
H 0.954 -2.744 -0.443 0.2 -0.2 -0.1 -0.003
N -3.836 -4.195 4.100 -0.2 -0.2 0.2 0.002
C -3.160 -3.363 3.305 0.2 0.3 -0.3 0.002
C -3.789 -2.717 2.220 0.2 0.1 0.0 0.001
C -3.060 -1.878 1.419 -0.4 -0.2 0.1 0.003
N -1.750 -1.642 1.601 0.2 0.6 -0.6 -0.001
C -1.147 -2.236 2.639 0.2 0.0 0.2 -0.001
C -1.794 -3.081 3.505 -0.1 0.0 -0.1 -0.001
H -4.798 -4.416 3.905 0.0 0.0 0.1 0.000
H -3.392 -4.652 4.878 -0.1 0.0 0.0 0.000
H -4.834 -2.891 2.016 -0.1 0.1 0.0 0.000
H -3.525 -1.364 0.585 0.0 -0.1 0.0 0.000
H -0.093 -2.017 2.776 -0.1 0.0 0.0 0.000
H -1.262 -3.544 4.322 0.1 0.0 0.0 0.000
```
Positions in Å, forces in eV/Å.

Output
gap between HOMO and LUMO (alpha / beta): 0.196 / 0.201 Eh
net charge: +2
⟨S²⟩: 1.007
spin multiplicity: 2
E_HOMO (alpha / beta): -12.29 / -12.29 eV

---

Look up the net charge of the first one. -1

---

What is the net charge in the second record? +2